<A>
{
  "formula": "C9H10N2",
  "method": "ωB97M-V with the def2-TZVPD basis set",
  "species": ["N", "N", "C", "C", "C", "C", "C", "C", "C", "C", "C", "H", "H", "H", "H", "H", "H", "H", "H", "H", "H"],
  "xyz": [[1.490, 0.644, 0.149], [2.068, -1.463, -0.005], [-2.812, 0.764, 0.003], [0.756, 1.921, 0.111], [-2.026, -0.532, -0.214], [-0.315, -0.959, -0.232], [-0.792, -2.230, -0.481], [2.807, 0.642, 0.365], [-2.264, -1.853, -0.439], [3.130, -0.711, 0.287], [1.044, -0.638, -0.085], [3.363, 1.467, 0.504], [-3.331, 0.530, 0.898], [-0.356, 1.688, 0.025], [1.087, 2.424, 1.084], [-0.270, -3.149, -0.529], [-3.016, -2.515, -0.352], [4.059, -1.086, 0.388], [-3.621, 0.907, -0.887], [-2.091, 1.614, 0.112], [1.090, 2.537, -0.703]],
  "smiles": "CC1=C(c2nccn2C)C=C1",
  "e_homo_ev": [-6.9, -6.9],
  "lumo_ev": [0.18, 0.19]
}

***

<B>
{
  "formula": "C9H10N2",
  "method": "ωB97M-V with the def2-TZVPD basis set",
  "species": ["N", "N", "C", "C", "C", "C", "C", "C", "C", "C", "C", "H", "H", "H", "H", "H", "H", "H", "H", "H", "H"],
  "xyz": [[0.550, -2.858, 1.312], [1.379, 0.953, -1.284], [1.048, -1.343, -1.875], [1.590, 0.046, -2.150], [0.543, 0.679, -0.288], [-0.720, -0.107, -0.547], [0.622, 1.140, 1.124], [-1.542, 0.026, 0.726], [0.421, -2.124, 0.431], [0.211, -1.278, -0.642], [-0.544, 0.425, 1.826], [-0.176, -0.469, 2.329], [0.505, 2.228, 1.147], [-2.057, -0.903, 0.971], [1.585, 0.908, 1.584], [2.105, 0.276, -3.069], [1.868, -2.059, -1.781], [-1.015, 1.060, 2.577], [-2.287, 0.809, 0.581], [0.451, -1.615, -2.751], [-1.254, 0.114, -1.473]],
  "e_homo_ev": -8.0,
  "lumo_ev": 0.22
}

***

<C>
{
  "formula": "C9H10N2",
  "method": "ωB97M-V with the def2-TZVPD basis set",
  "species": ["N", "N", "C", "C", "C", "C", "C", "C", "C", "C", "C", "H", "H", "H", "H", "H", "H", "H", "H", "H", "H"],
  "xyz": [[-2.339, 1.213, 0.113], [-1.820, -0.022, 0.049], [1.653, -0.530, 1.104], [0.805, -0.786, -0.205], [-0.168, 1.342, -0.054], [-2.674, -1.130, 0.211], [-1.318, 2.094, -0.006], [1.508, 0.186, -1.112], [1.896, 0.774, 1.072], [1.337, 1.377, -0.145], [-0.523, 0.030, -0.076], [0.787, -1.806, -0.482], [1.350, 0.187, -2.176], [-3.082, -1.320, -0.869], [-1.780, 3.110, -0.004], [-3.508, -0.862, 0.846], [2.625, -0.125, -1.212], [-2.064, -1.954, 0.585], [2.521, 1.362, 1.855], [1.796, 2.320, -0.393], [1.940, -1.247, 1.815]],
  "smiles": "Cn1ncc2c1[C@@H]1C=C[C@H]2C1",
  "e_homo_ev": -8.3,
  "lumo_ev": 0.94
}

***

Quick one: least stable of them? <A>

***

<A>
{
  "formula": "CH2Cl3ISi",
  "method": "ωB97M-V with the def2-TZVPD basis set",
  "species": ["I", "Cl", "Cl", "Cl", "Si", "C", "H", "H"],
  "xyz": [[2.004, 0.589, 1.668], [-2.311, 1.396, 0.493], [0.343, 1.847, -1.403], [-1.326, -0.888, -1.961], [-0.709, 0.454, -0.385], [0.697, -0.508, 0.455], [0.155, -1.588, 1.408], [1.145, -1.303, -0.275]],
  "e_homo_ev": -9.7,
  "lumo_ev": -0.09
}

***

<B>
{
  "formula": "CH2Cl3ISi",
  "method": "ωB97M-V with the def2-TZVPD basis set",
  "species": ["I", "Cl", "Cl", "Cl", "Si", "C", "H", "H"],
  "xyz": [[-0.454, 2.316, 1.063], [2.408, -0.027, 0.206], [0.376, -2.287, -1.049], [-0.181, -1.214, 2.030], [0.526, -0.697, 0.162], [-0.612, 0.698, -0.364], [-0.446, 0.968, -1.429], [-1.616, 0.243, -0.620]],
  "e_homo_ev": -9.8,
  "lumo_ev": 0.00
}

***

Quick one: least stable of them? <A>

***

<A>
{
  "formula": "C34H54O27",
  "method": "ωB97M-V with the def2-TZVPD basis set",
  "species": ["O", "O", "O", "O", "O", "O", "O", "O", "O", "O", "O", "O", "O", "O", "O", "O", "O", "O", "O", "O", "O", "O", "O", "O", "O", "O", "O", "C", "C", "C", "C", "C", "C", "C", "C", "C", "C", "C", "C", "C", "C", "C", "C", "C", "C", "C", "C", "C", "C", "C", "C", "C", "C", "C", "C", "C", "C", "C", "C", "C", "C", "H", "H", "H", "H", "H", "H", "H", "H", "H", "H", "H", "H", "H", "H", "H", "H", "H", "H", "H", "H", "H", "H", "H", "H", "H", "H", "H", "H", "H", "H", "H", "H", "H", "H", "H", "H", "H", "H", "H", "H", "H", "H", "H", "H", "H", "H", "H", "H", "H", "H", "H", "H", "H", "H"],
  "xyz": [[-18.704, -5.548, -9.935], [-17.708, -4.206, -4.629], [-17.096, -3.207, -6.507], [-17.132, -5.186, -11.684], [-13.436, -4.763, -12.466], [-16.328, -10.626, -8.410], [-16.865, 2.120, -7.803], [-18.095, -3.362, -10.780], [-11.809, -7.535, -14.615], [-17.599, 0.133, -8.676], [-16.180, -8.671, -4.815], [-15.937, 3.012, -11.075], [-17.937, 2.172, -11.381], [-11.285, -9.600, -14.176], [-21.347, -0.826, -10.563], [-15.577, 0.415, -7.797], [-16.166, -11.837, -10.265], [-15.452, -3.702, -13.048], [-17.998, -9.554, -5.758], [-21.586, -1.172, -8.411], [-16.144, -5.100, -5.948], [-17.859, -7.345, -5.461], [-16.247, 1.189, -12.377], [-13.521, -8.842, -14.239], [-20.490, 0.535, -8.856], [-14.636, -3.183, -11.010], [-17.730, -12.280, -8.652], [-17.037, -4.136, -5.664], [-21.194, -0.478, -9.368], [-15.765, 2.643, -7.125], [-14.484, -3.820, -12.213], [-17.380, 0.400, -12.819], [-17.959, -4.710, -10.838], [-19.005, -2.810, -9.863], [-17.023, -1.099, -12.718], [-16.094, -3.410, -7.481], [-16.737, 0.826, -8.121], [-12.986, -6.864, -16.529], [-19.181, -7.539, -5.979], [-12.861, -6.714, -14.964], [-15.505, -5.735, -8.092], [-16.886, -6.581, -11.696], [-20.525, 0.517, -7.428], [-13.484, -3.411, -10.092], [-15.126, -10.098, -9.040], [-15.385, -9.974, -11.651], [-14.037, -7.541, -14.349], [-15.483, -4.642, -7.089], [-14.763, 1.496, -7.352], [-18.476, 1.030, -11.987], [-19.302, -6.367, -6.995], [-21.162, -0.763, -7.104], [-20.290, -1.726, -6.352], [-15.122, -10.836, -10.400], [-12.153, -8.741, -14.348], [-16.616, 2.194, -11.622], [-15.423, -3.949, -14.459], [-18.923, -9.007, -6.628], [-16.798, -11.602, -9.121], [-17.335, -8.539, -5.255], [-13.573, 1.695, -8.287], [-16.711, -1.496, -11.770], [-16.463, -6.262, -8.128], [-19.468, -5.355, -6.614], [-13.429, -5.940, -16.959], [-14.545, -4.265, -6.931], [-18.816, 0.341, -11.189], [-11.959, -6.905, -16.985], [-14.817, -3.236, -15.064], [-14.910, -7.632, -14.976], [-12.947, 0.812, -8.356], [-19.348, 1.082, -12.648], [-20.092, -6.482, -7.756], [-15.578, -2.439, -7.621], [-16.919, -7.088, -10.716], [-16.458, -9.956, -11.887], [-19.366, -1.989, -6.839], [-20.152, -1.390, -5.324], [-14.365, 1.242, -6.403], [-14.224, -7.062, -13.440], [-14.336, -10.548, -8.416], [-14.974, -4.858, -14.795], [-13.992, 2.061, -9.272], [-22.030, -0.427, -6.604], [-18.521, -8.984, -7.629], [-14.656, -6.491, -8.045], [-19.824, -9.597, -6.806], [-13.371, -4.441, -9.695], [-14.959, -10.521, -12.470], [-16.256, -1.272, -13.472], [-12.643, -3.053, -10.530], [-17.635, 0.826, -13.849], [-15.283, -5.323, -9.038], [-15.904, 2.849, -6.067], [-15.354, 3.486, -7.668], [-16.699, -3.596, -8.397], [-16.465, -3.784, -14.692], [-20.996, -2.586, -6.170], [-16.072, -6.857, -12.348], [-20.013, -3.001, -10.284], [-18.951, -1.693, -9.953], [-13.008, 2.546, -7.918], [-19.534, 0.562, -6.967], [-12.787, -5.735, -14.630], [-15.124, -9.068, -9.138], [-14.134, -11.385, -10.434], [-18.884, -3.199, -8.871], [-21.037, 1.445, -7.169], [-17.926, -1.720, -12.877], [-13.386, -7.810, -16.910], [-18.351, -6.288, -7.468], [-17.740, -6.973, -12.259], [-19.821, -7.578, -5.148], [-15.035, -8.964, -11.509], [-13.677, -2.880, -9.213]],
  "smiles": "C[C@H]1COC(=O)O1.C[C@H]1COC(=O)O1.C[C@H]1COC(=O)O1.C[C@H]1COC(=O)O1.C[C@H]1COC(=O)O1.C[C@H]1COC(=O)O1.C[C@H]1COC(=O)O1.COC(=O)OC.COC(=O)OC",
  "e_homo_ev": -9.9,
  "lumo_ev": -0.06
}

***

<B>
{
  "formula": "C34H54O27",
  "method": "ωB97M-V with the def2-TZVPD basis set",
  "species": ["O", "O", "O", "O", "O", "O", "O", "O", "O", "O", "O", "O", "O", "O", "O", "O", "O", "O", "O", "O", "O", "O", "O", "O", "O", "O", "O", "C", "C", "C", "C", "C", "C", "C", "C", "C", "C", "C", "C", "C", "C", "C", "C", "C", "C", "C", "C", "C", "C", "C", "C", "C", "C", "C", "C", "C", "C", "C", "C", "C", "C", "H", "H", "H", "H", "H", "H", "H", "H", "H", "H", "H", "H", "H", "H", "H", "H", "H", "H", "H", "H", "H", "H", "H", "H", "H", "H", "H", "H", "H", "H", "H", "H", "H", "H", "H", "H", "H", "H", "H", "H", "H", "H", "H", "H", "H", "H", "H", "H", "H", "H", "H", "H", "H", "H"],
  "xyz": [[3.136, -3.292, 0.464], [0.348, -0.016, -1.935], [3.481, 4.740, 2.188], [7.494, 0.719, 0.627], [-1.005, 1.546, 1.493], [6.035, 0.560, 2.133], [3.878, -1.192, 0.415], [1.775, -4.342, 3.335], [4.822, -2.799, 1.763], [-4.388, 0.413, -1.561], [5.344, 3.851, 1.407], [-4.707, 4.657, -3.958], [5.324, 4.395, 3.606], [0.334, -2.554, 3.239], [-2.498, -2.703, -2.112], [-4.146, -3.216, -0.659], [1.080, 1.501, 1.097], [2.477, -2.161, 3.574], [-3.806, 4.286, -1.811], [-2.213, -2.299, 0.070], [-0.075, 3.227, 0.258], [-6.490, -0.709, -1.511], [2.136, 1.221, -2.579], [0.109, 2.067, -2.577], [-5.707, 3.152, -2.303], [-5.421, 0.120, -3.512], [7.854, 1.547, 2.690], [-4.342, 0.602, -0.156], [-2.612, 4.930, -2.123], [-0.476, -3.711, 2.905], [-1.004, 0.203, -1.783], [5.818, 0.927, 3.515], [0.566, -4.880, 2.965], [-3.088, -4.097, -3.988], [-2.002, 1.677, -3.643], [3.968, -2.455, 0.965], [0.956, 1.118, -2.385], [-4.750, 4.057, -2.719], [-0.010, 2.184, 0.934], [2.378, -2.669, -0.574], [7.163, 0.965, 1.765], [0.947, 0.517, 1.985], [-3.524, -3.197, -2.920], [0.138, -5.994, 3.889], [-6.827, 2.932, -3.182], [2.828, -1.174, -0.524], [4.737, 4.369, 2.470], [-4.602, -3.682, -1.931], [0.866, -2.824, -0.366], [-5.429, -0.024, -2.183], [1.725, 0.960, 3.236], [4.124, 2.410, 0.016], [5.402, -0.272, 4.345], [-1.242, 1.657, -2.322], [1.577, -2.984, 3.427], [3.326, 4.690, 0.747], [-6.414, -0.523, -4.195], [4.477, 3.819, 0.287], [7.159, 1.448, 3.885], [-2.886, -2.706, -0.867], [-0.547, 0.351, 2.099], [-4.558, 1.633, 0.086], [2.344, 4.368, 0.451], [-1.746, 2.249, -1.488], [-4.733, -4.772, -1.993], [-2.859, 5.953, -2.417], [-1.249, -3.841, 3.591], [-7.349, -0.041, -3.968], [4.956, 4.431, -0.471], [0.689, -3.886, -0.072], [2.687, -3.079, -1.523], [-2.471, -4.889, -3.614], [-1.394, 1.125, -4.404], [5.018, 1.819, -0.225], [-5.618, -3.296, -2.228], [-6.406, -1.570, -3.808], [-0.665, -6.497, 3.424], [-6.501, 2.525, -4.159], [-7.282, 3.938, -3.380], [-2.019, 4.357, -2.871], [0.347, -2.546, -1.306], [-0.943, 0.153, 3.072], [-2.450, -3.640, -4.715], [2.731, 1.187, 2.904], [3.822, 1.923, 0.929], [-4.021, -2.328, -3.416], [4.686, -0.823, 3.767], [-2.863, 1.097, -3.526], [-4.974, -0.078, 0.395], [3.435, 2.326, -0.758], [0.534, -2.134, 0.395], [-0.899, -3.543, 1.924], [7.146, 2.377, 4.428], [4.893, -0.038, 5.288], [-2.186, 2.659, -4.047], [3.184, -0.910, -1.524], [0.803, -6.789, 4.096], [-0.328, -5.634, 4.864], [2.052, -0.491, -0.225], [-1.484, -0.551, -2.385], [1.799, 0.222, 4.084], [1.404, -0.445, 1.684], [0.693, -5.203, 1.918], [1.249, 1.844, 3.699], [-6.251, -0.470, -5.280], [6.262, -0.914, 4.588], [-3.403, 0.450, 0.281], [5.077, 1.695, 3.634], [7.638, 0.741, 4.498], [-0.845, -0.420, 1.376], [-1.354, 0.164, -0.736], [-3.926, -4.545, -4.533], [-2.048, 4.881, -1.151], [-7.592, 2.217, -2.818], [3.397, 5.687, 0.246]],
  "smiles": "C[C@H]1COC(=O)O1.C[C@H]1COC(=O)O1.C[C@H]1COC(=O)O1.C[C@H]1COC(=O)O1.C[C@H]1COC(=O)O1.C[C@H]1COC(=O)O1.C[C@H]1COC(=O)O1.COC(=O)OC.COC(=O)OC",
  "e_homo_ev": -9.5,
  "lumo_ev": -0.12
}

***

Quick one: least stable of them? <A>